{
  "formula": "C9H14ClNOS",
  "method": "the ωB97M-V functional and the def2-TZVPD basis",
  "symbols": ["C", "C", "C", "C", "C", "C", "C", "C", "C", "N", "O", "S", "Cl", "H", "H", "H", "H", "H", "H", "H", "H", "H", "H", "H", "H", "H", "H"],
  "positions_angstrom": [[-0.983, -1.552, 2.045], [-0.807, -1.184, 0.913], [1.420, -0.697, -1.925], [-1.062, -1.859, 3.429], [2.693, -1.501, -2.051], [-1.695, -0.262, -1.233], [-0.696, 3.745, 0.428], [0.204, 1.224, 0.148], [-0.495, -0.586, -0.373], [0.589, -1.291, -1.037], [1.273, 0.351, -2.491], [-1.195, 2.058, 0.831], [1.671, 0.931, 1.090], [-0.626, -1.120, 4.050], [-0.654, -2.844, 3.416], [-2.143, -1.935, 3.571], [3.114, -1.238, -3.081], [3.455, -1.402, -1.160], [2.433, -2.608, -2.007], [-1.657, 0.776, -1.522], [-1.885, -0.768, -2.186], [-2.696, -0.337, -0.753], [-0.704, 4.103, -0.548], [0.394, 3.972, 0.694], [-1.360, 4.448, 0.953], [0.495, 1.540, -0.853], [0.918, -1.965, -0.349]],
  "mulliken_charge": [0.545, -1.168, 0.727, -1.232, -1.084, -1.408, -0.948, -0.315, 1.103, -0.173, -0.603, 0.056, -0.201, 0.346, 0.320, 0.299, 0.308, 0.210, 0.311, 0.381, 0.395, 0.336, 0.360, 0.268, 0.333, 0.538, 0.295],
  "energy_ha": -1339.5885,
  "multiplicity": 1,
  "gap_ev": 9.233
}

---

{
  "formula": "C9H14ClNOSr",
  "method": "the ωB97M-V functional and the def2-TZVPD basis",
  "symbols": ["C", "C", "C", "C", "C", "C", "C", "C", "Cl", "N", "C", "O", "H", "H", "H", "H", "H", "H", "H", "H", "H", "H", "H", "H", "H", "H", "Sr"],
  "positions_angstrom": [[0.539, 2.753, 2.520], [0.650, 1.397, 2.587], [0.309, 0.540, 1.377], [-0.420, 1.292, 0.254], [-0.873, 0.120, -0.677], [0.067, -0.021, -1.871], [-0.057, -1.326, -2.663], [1.014, -2.387, -2.394], [1.650, -2.421, -0.712], [-0.922, -1.005, 0.276], [-0.713, -0.620, 1.512], [-1.275, -1.107, 2.528], [0.997, 3.318, 1.713], [0.027, 3.338, 3.280], [1.094, 1.033, 3.527], [1.176, -0.013, 0.994], [0.221, 2.007, -0.248], [-1.343, 1.726, 0.644], [-1.867, 0.376, -1.040], [-0.151, 0.827, -2.520], [1.098, 0.110, -1.535], [-1.060, -1.747, -2.579], [0.055, -1.071, -3.717], [0.623, -3.379, -2.587], [1.880, -2.232, -3.027], [-1.576, -1.766, 0.132], [-1.143, 0.260, 4.228]],
  "mulliken_charge": [-0.524, -2.392, 1.076, -1.110, 0.184, -1.023, -0.886, -0.604, -0.172, 0.142, 0.362, -1.119, 0.297, 0.178, 1.464, 0.282, 0.551, 0.303, 0.354, 0.414, 0.497, 0.401, 0.402, 0.383, 0.383, 0.332, 1.827],
  "energy_ha": -971.6240,
  "charge": 2,
  "multiplicity": 1,
  "gap_ev": 7.532
}

---

{
  "formula": "C9H14ClNaO13",
  "method": "the ωB97M-V functional and the def2-TZVPD basis",
  "symbols": ["Na", "Cl", "O", "O", "O", "O", "C", "C", "O", "C", "O", "O", "H", "H", "H", "H", "C", "C", "O", "C", "O", "O", "H", "H", "H", "H", "C", "O", "C", "O", "O", "C", "H", "H", "H", "H", "H", "H"],
  "positions_angstrom": [[0.734, -0.347, 3.695], [-0.533, -0.046, 0.097], [-1.510, 0.821, 0.596], [0.610, 0.766, -0.365], [-0.140, -0.884, 1.201], [-1.026, -0.724, -1.043], [6.091, -3.129, 4.636], [5.474, -4.017, 3.543], [4.193, -3.453, 3.574], [4.126, -2.214, 4.075], [3.166, -1.474, 4.030], [5.319, -1.909, 4.500], [7.064, -2.768, 4.303], [6.197, -3.651, 5.587], [5.418, -5.055, 3.873], [5.898, -4.020, 2.539], [4.128, 1.666, 7.999], [4.757, 0.412, 7.531], [3.773, 0.028, 6.552], [2.619, 0.619, 6.681], [1.625, 0.369, 6.048], [2.755, 1.563, 7.602], [4.519, 2.644, 7.717], [4.174, 1.601, 9.086], [4.822, -0.383, 8.274], [5.727, 0.627, 7.082], [1.165, 3.472, 1.053], [2.487, 3.482, 1.636], [2.910, 2.566, 2.362], [2.273, 1.513, 2.680], [4.231, 2.792, 2.607], [4.933, 1.767, 3.375], [0.606, 4.403, 1.149], [0.457, 2.787, 1.520], [1.316, 3.201, 0.008], [6.000, 1.986, 3.419], [4.701, 0.796, 2.939], [4.716, 1.687, 4.441]],
  "mulliken_charge": [0.954, 1.704, -0.674, -0.655, -0.661, -0.656, -0.359, -0.292, -0.380, 0.574, -0.383, -0.284, 0.283, 0.288, 0.271, 0.258, -0.368, -0.337, -0.182, 0.686, -0.524, -0.385, 0.292, 0.286, 0.343, 0.256, -0.566, -0.350, 0.752, -0.501, -0.375, -0.369, 0.292, 0.221, 0.281, 0.349, 0.212, -0.003],
  "energy_ha": -1951.7175,
  "multiplicity": 1,
  "gap_ev": 8.063
}

---

{
  "formula": "C9H14FI3N3O6V",
  "method": "the ωB97M-V functional and the def2-TZVPD basis",
  "symbols": ["V", "I", "I", "I", "C", "N", "O", "O", "H", "H", "H", "C", "N", "O", "O", "H", "H", "H", "C", "N", "O", "O", "H", "H", "H", "F", "C", "C", "C", "C", "C", "C", "H", "H", "H", "H", "H"],
  "positions_angstrom": [[21.708, 16.118, 3.405], [20.076, 15.728, 1.220], [22.940, 13.828, 4.279], [23.193, 18.309, 2.921], [22.283, 15.823, 7.759], [21.309, 16.452, 6.849], [20.265, 16.977, 7.215], [21.627, 16.467, 5.671], [22.763, 14.976, 7.269], [21.638, 15.557, 8.597], [23.022, 16.474, 8.227], [19.077, 19.670, 5.039], [18.825, 18.353, 4.399], [19.812, 17.742, 4.044], [17.675, 18.122, 4.081], [18.163, 20.014, 5.523], [19.391, 20.384, 4.277], [19.809, 19.609, 5.845], [17.657, 14.099, 3.788], [18.492, 14.611, 4.864], [19.615, 15.169, 4.572], [18.174, 14.395, 6.067], [18.224, 13.211, 3.510], [17.656, 14.890, 3.037], [16.637, 13.882, 4.104], [23.611, 15.355, 1.416], [24.272, 14.698, 0.425], [24.919, 13.472, 0.629], [25.648, 12.819, -0.337], [25.813, 13.447, -1.559], [25.092, 14.647, -1.832], [24.338, 15.320, -0.832], [24.977, 12.991, 1.594], [26.203, 11.941, -0.040], [26.419, 12.935, -2.292], [25.186, 15.140, -2.788], [23.872, 16.273, -1.036]],
  "mulliken_charge": [0.517, -0.605, -0.609, -0.577, -0.744, 0.709, -0.545, -0.164, 0.206, 0.332, 0.259, -0.789, 0.638, -0.073, -0.555, 0.329, 0.301, 0.245, -0.730, 0.618, -0.073, -0.526, 0.300, 0.224, 0.282, 0.042, 0.188, -0.281, -0.467, -0.470, -0.376, -0.320, 0.258, 0.352, 0.340, 0.325, 0.440],
  "energy_ha": -2903.8796,
  "charge": -1,
  "s_squared": 3.76,
  "multiplicity": 4,
  "gap_ev": [6.398, 6.898]
}

---

{
  "formula": "C9H14N",
  "method": "the ωB97M-V functional and the def2-TZVPD basis",
  "symbols": ["C", "C", "C", "C", "C", "C", "C", "C", "C", "N", "H", "H", "H", "H", "H", "H", "H", "H", "H", "H", "H", "H", "H", "H"],
  "positions_angstrom": [[1.979, -1.280, -0.012], [2.059, 0.167, 0.701], [1.842, 1.412, -0.288], [0.459, 1.402, -1.111], [-0.733, 0.600, -0.420], [-1.197, 0.772, 1.046], [-2.346, -0.092, 1.643], [-3.002, -1.152, 0.702], [-2.477, -1.236, -0.776], [-1.404, -0.402, -1.251], [2.743, -1.950, 0.545], [0.963, -1.795, 0.127], [2.277, -1.277, -1.115], [3.144, 0.259, 1.100], [1.391, 0.167, 1.631], [2.690, 1.372, -1.069], [1.997, 2.375, 0.313], [0.680, 0.933, -2.146], [0.120, 2.486, -1.341], [-0.648, 1.555, 1.687], [-2.680, 0.032, 2.731], [-3.830, -1.854, 1.043], [-2.935, -1.980, -1.508], [-1.090, -0.513, -2.230]],
  "mulliken_charge": [-0.889, -0.383, -0.662, -0.677, 0.441, -0.323, -0.301, -0.460, -0.138, -0.025, 0.330, 0.200, 0.251, 0.397, 0.201, 0.322, 0.299, 0.275, 0.322, 0.404, 0.374, 0.359, 0.362, 0.319],
  "energy_ha": -405.7120,
  "charge": 1,
  "multiplicity": 1,
  "gap_ev": 8.871
}

---

{
  "formula": "C9H14N",
  "method": "the ωB97M-V functional and the def2-TZVPD basis",
  "symbols": ["C", "C", "C", "C", "C", "C", "C", "C", "C", "N", "H", "H", "H", "H", "H", "H", "H", "H", "H", "H", "H", "H", "H", "H"],
  "positions_angstrom": [[-0.454, -0.472, -0.129], [-1.732, -0.517, -0.310], [1.933, -0.972, -1.135], [0.522, 0.641, 0.184], [-3.064, -0.276, -0.439], [1.773, -0.228, 0.137], [0.476, 1.829, -0.767], [-4.012, -0.296, 0.686], [2.893, -0.063, 1.114], [1.100, -1.510, -0.089], [1.436, -0.660, -2.044], [2.870, -1.489, -1.302], [0.347, 0.997, 1.204], [-3.438, -0.044, -1.427], [1.244, 2.545, -0.487], [-0.491, 2.319, -0.705], [0.644, 1.527, -1.797], [-4.490, 0.681, 0.782], [-3.533, -0.563, 1.624], [-4.811, -1.007, 0.466], [2.512, 0.001, 2.132], [3.433, 0.857, 0.893], [3.595, -0.891, 1.052], [1.244, -2.407, 0.357]],
  "mulliken_charge": [-0.077, 0.490, -0.657, 0.385, -0.709, 0.752, -1.374, -1.087, -1.501, -0.200, 0.214, 0.353, 0.458, 0.434, 0.393, 0.416, 0.306, 0.333, 0.349, 0.345, 0.357, 0.337, 0.406, 0.278],
  "energy_ha": -405.5901,
  "charge": 1,
  "s_squared": 2.01,
  "multiplicity": 3,
  "gap_ev": [8.277, 6.786]
}

---

{
  "formula": "C9H14N2O2",
  "method": "the ωB97M-V functional and the def2-TZVPD basis",
  "symbols": ["C", "C", "C", "C", "C", "C", "C", "C", "C", "H", "H", "H", "H", "H", "H", "H", "H", "H", "H", "H", "H", "H", "H", "N", "N", "O", "O"],
  "positions_angstrom": [[1.504, -1.104, 1.716], [2.891, -0.118, -0.024], [1.952, -0.319, -1.384], [0.503, 0.090, -0.825], [-0.539, -0.791, -1.197], [-1.797, -0.644, -0.616], [-2.051, 0.496, -0.012], [-1.224, 1.674, 0.078], [0.186, 1.484, -0.371], [2.039, -0.556, 2.603], [0.638, -0.542, 1.125], [0.733, -2.422, 1.915], [2.171, -2.157, 0.254], [3.982, -0.209, -0.258], [2.570, 0.547, 0.854], [2.103, -1.288, -1.812], [2.200, 0.355, -2.322], [-0.207, -1.698, -1.481], [-2.286, -2.629, 0.057], [-3.687, -0.129, 0.679], [-1.565, 2.461, 0.637], [2.032, 2.681, -0.608], [0.966, 3.200, 0.761], [2.653, -1.362, 0.858], [1.287, 2.328, 0.176], [-2.864, -1.594, -0.400], [-3.113, 0.470, 1.170]],
  "mulliken_charge": [-0.697, -0.558, -0.998, 0.372, -0.963, 0.985, 0.224, -1.072, 0.328, 0.297, 0.241, 0.207, 0.261, 0.262, 0.468, 0.429, 0.260, 0.430, 0.382, 0.326, 0.477, 0.271, 0.257, -0.446, -0.476, -0.705, -0.564],
  "energy_ha": -611.0203,
  "multiplicity": 1,
  "gap_ev": 8.109
}

---

{
  "formula": "C9H14N2O2S",
  "method": "the ωB97M-V functional and the def2-TZVPD basis",
  "symbols": ["C", "C", "H", "H", "O", "C", "O", "C", "C", "C", "S", "C", "N", "N", "C", "H", "H", "H", "C", "H", "H", "H", "H", "H", "H", "H", "H", "H"],
  "positions_angstrom": [[-4.700, -0.567, 0.553], [-3.145, -0.760, 0.882], [-2.914, -1.711, 1.053], [-3.028, -0.183, 1.749], [-2.377, -0.544, -0.311], [-2.157, 0.841, -0.208], [-2.631, 1.659, 0.626], [-1.112, 1.186, -1.487], [0.207, 1.247, -0.812], [0.835, 2.266, -0.125], [2.295, 2.139, 0.561], [2.032, 0.382, -0.154], [1.044, -0.089, -0.788], [3.076, -0.581, 0.227], [4.336, -0.347, 0.599], [4.960, 0.002, 0.078], [4.814, -1.381, 1.240], [4.201, 0.389, 1.568], [3.044, -1.828, -0.558], [3.574, -1.932, -1.245], [3.154, -2.746, 0.102], [1.792, -1.958, -0.668], [0.377, 3.407, 0.047], [-1.179, 0.387, -1.896], [-1.317, 2.283, -2.095], [-5.322, -0.899, 1.248], [-4.943, -1.312, -0.444], [-4.917, 0.648, 0.257]],
  "mulliken_charge": [-0.970, -0.489, 0.478, 0.368, -0.327, 0.534, -0.582, -0.875, 0.155, -0.121, -0.200, 0.528, -0.437, 0.227, -1.197, 0.541, 0.265, 0.294, -1.389, 0.645, 0.382, 0.262, 0.203, 0.542, 0.279, 0.468, 0.194, 0.222],
  "energy_ha": -1009.1452,
  "multiplicity": 1,
  "gap_ev": 8.533
}